w.
24
Properties=species:S:1:pos:R:3 method="wB97M-V/def2-TZVPD" charge=+2 gap_ev=9.91 homo_energy_ev=-17.463 e_lumo_ev=-7.55
N 1.72 -1.04 -1.63
N -4.24 -0.30 -0.59
N -1.91 -0.71 -0.26
N 2.44 -1.68 0.45
C 0.09 2.45 0.08
C 0.58 1.14 -0.40
C 0.68 -0.13 1.74
C 0.86 0.05 0.35
C 1.79 -0.86 -0.31
C -3.02 -0.49 -0.44
H 0.56 3.13 -0.62
H 0.43 2.52 1.15
H -0.89 -0.67 -0.11
H 1.20 -0.45 -2.16
H -5.01 -0.56 0.08
H 1.49 0.29 2.32
H 2.22 -1.64 -2.23
H 2.85 -2.49 0.07
H -0.30 0.38 2.04
H -4.59 -0.10 -1.56
H 2.85 -1.32 1.38
H 0.65 1.01 -1.37
H -0.93 2.68 0.04
H 0.47 -1.21 2.01



x.
24
Properties=species:S:1:pos:R:3 method="wB97M-V/def2-TZVPD" charge=+2 gap_ev=9.23 homo_energy_ev=-15.280 e_lumo_ev=-6.05
N 7.98 3.09 -0.76
N 6.82 3.05 -1.03
N -7.96 -2.73 2.28
N -8.26 -1.35 -1.19
C -8.32 -3.52 0.06
C 4.64 2.18 0.72
C -8.27 -2.31 -0.52
C -8.18 -3.72 1.41
C 5.65 1.59 -0.24
C 5.07 1.13 -1.46
H -8.19 -4.69 1.73
H 4.10 0.54 -1.40
H -7.76 -1.72 2.07
H 8.50 3.64 -1.50
H -8.52 -4.38 -0.59
H 5.61 0.51 -2.22
H 8.47 2.49 -0.06
H -8.02 -2.94 3.24
H 3.94 2.65 0.10
H 4.91 2.88 1.51
H 6.48 0.90 0.32
H 4.35 1.32 1.38
H 4.70 2.00 -2.11
H -7.72 -0.61 -1.75



Which structure wins on stability? w wins.



w.
120
Properties=species:S:1:pos:R:3 method="wB97M-V/def2-TZVPD" smiles=COCCNCCOC.COCCNCCOC.COCCNCCOC.OCCO.OCCO.OCCO.CCO.CCO gap_ev=8.89 homo_energy_ev=-8.461 e_lumo_ev=0.43
O -0.81 1.59 -2.19
O 4.49 -3.89 -3.51
O -2.32 -2.24 2.49
O 1.75 1.15 1.58
O 6.04 -2.14 -0.88
O 0.41 -1.43 3.36
O 3.11 1.91 -2.45
O -7.72 0.69 3.56
O 3.45 3.62 1.78
O -1.03 4.44 -7.74
O 3.33 -0.81 -0.23
O 0.77 5.65 2.98
O 0.18 -4.46 1.63
O -1.25 1.89 4.22
N 1.48 3.69 -5.14
N 1.30 -3.86 -1.67
N -4.16 0.45 2.51
C -5.27 0.65 3.36
C 0.74 0.38 2.03
C 2.30 4.45 1.66
C 0.62 -4.90 0.38
C 4.62 -0.72 0.27
C -1.52 3.42 -8.58
C -2.23 1.24 3.93
C 0.25 4.29 -7.20
C -3.04 -2.89 3.53
C 3.27 -3.87 -3.16
C 5.29 -1.98 0.31
C -4.42 -2.90 3.40
C 1.70 4.57 2.97
C 2.86 2.48 -3.53
C 0.77 -3.58 -0.37
C 0.26 3.49 -5.85
C -6.61 0.09 2.87
C -3.02 1.46 2.64
C 1.48 2.83 -4.04
C 2.75 2.65 -1.24
C 5.26 -5.01 -3.15
C 2.73 -3.71 -1.75
C -0.70 0.78 -0.97
C 1.30 -0.90 2.42
C -0.31 -5.46 2.52
C -8.97 0.02 3.31
C -1.43 3.33 4.40
C -1.54 -0.38 -1.14
H 2.80 -4.80 -3.56
H 1.09 -4.84 -2.08
H -5.10 0.06 4.28
H -9.01 -1.07 3.56
H 3.34 -4.26 -1.03
H 0.59 5.30 -7.01
H -0.64 3.80 -5.21
H 5.25 0.06 -0.05
H -5.34 1.64 3.95
H -2.55 -2.53 1.57
H 4.49 -0.27 1.23
H -0.49 -5.03 3.45
H -2.85 1.32 4.83
H 3.40 1.79 -4.19
H 1.56 -5.41 0.45
H -0.19 -5.49 -0.11
H 3.18 3.60 -1.24
H -9.73 0.41 3.99
H 3.09 2.72 1.93
H -2.39 1.41 1.74
H -0.99 1.12 -2.96
H -0.51 -1.61 3.00
H 6.28 -4.94 -3.64
H 3.04 -2.67 -1.75
H -9.25 0.03 2.20
H -6.55 -1.01 2.93
H 4.77 -2.92 0.38
H -1.06 3.39 -9.54
H -0.14 -3.05 -0.48
H 2.42 4.75 3.73
H 0.36 0.48 -1.05
H 3.38 3.47 -3.47
H 2.84 -3.10 -3.83
H -1.32 -0.84 -2.16
H 5.92 -2.00 1.21
H 2.17 0.76 0.78
H -1.95 0.21 4.04
H 0.28 -6.37 2.80
H 0.97 4.00 -8.02
H 0.25 2.40 -6.13
H 0.51 0.89 2.96
H -0.15 0.09 1.41
H 6.14 -1.32 -1.38
H 0.12 5.43 2.32
H 1.70 2.62 -1.11
H -2.86 -2.19 4.36
H 0.96 1.83 -4.34
H -4.74 -3.45 4.24
H -1.58 3.89 3.52
H -2.64 -3.83 3.91
H -1.38 -1.12 -0.41
H 1.71 3.85 0.96
H 4.86 -5.90 -3.61
H -2.07 3.56 5.21
H -0.50 3.50 4.78
H 2.37 -0.82 2.79
H 1.40 -2.87 0.11
H 5.39 -5.17 -2.11
H -4.80 -1.95 3.46
H -1.60 2.43 -8.07
H -2.60 -0.20 -1.09
H 3.39 -1.12 -1.15
H 1.35 -1.47 1.47
H 2.35 3.75 -5.69
H -6.52 0.40 1.82
H -1.27 -5.78 2.09
H 1.24 3.59 3.24
H 3.05 2.04 -0.42
H -0.87 1.41 -0.06
H -4.62 -3.30 2.40
H -2.45 3.67 -8.72
H -3.69 -0.41 2.72
H 2.52 5.45 1.26
H -3.28 2.52 2.59
H 0.92 3.36 -3.30



x.
120
Properties=species:S:1:pos:R:3 method="wB97M-V/def2-TZVPD" smiles=COCCNCCOC.COCCNCCOC.COCCNCCOC.OCCO.OCCO.OCCO.CCO.CCO gap_ev=8.67 homo_energy_ev=-8.430 e_lumo_ev=0.24
O 3.13 -2.66 -2.77
O -3.32 -1.09 3.87
O -3.63 -4.34 -5.00
O 3.53 2.89 1.32
O 4.83 -2.58 -0.82
O -0.20 -2.46 0.22
O -5.00 5.74 3.26
O 6.77 4.05 0.60
O -1.44 1.84 0.23
O 2.13 4.05 -0.71
O -5.10 -0.44 0.67
O 6.44 -5.73 -0.53
O 0.43 -0.09 1.12
O 0.15 4.45 2.22
N -0.84 -3.12 -3.13
N -3.85 2.45 3.47
N 2.00 0.75 -2.39
C -3.13 0.20 3.35
C -5.63 6.24 4.48
C -4.25 -1.34 -0.05
C -3.05 -0.65 -0.52
C 2.86 -0.71 1.36
C 6.09 -4.52 -1.02
C -2.94 -3.41 -4.17
C 2.56 -1.57 -3.09
C 2.50 1.77 -1.43
C 0.61 -3.41 0.94
C -0.52 3.17 2.08
C 4.70 3.70 1.41
C -1.54 -3.99 -4.00
C -4.86 3.42 3.47
C 5.25 -3.76 -0.12
C 2.55 -0.51 -2.04
C -4.31 4.78 3.23
C -4.91 -3.82 -5.13
C -2.37 -2.03 3.35
C -4.31 1.06 3.73
C -0.91 -3.57 -1.78
C 1.61 -0.36 1.95
C 5.74 3.05 0.67
C -0.77 2.99 0.66
C 1.60 5.35 -0.84
C -0.12 -2.62 -0.99
C 1.87 3.09 -1.79
C 2.68 -3.74 -3.58
H 1.01 0.55 -2.40
H -0.55 -4.61 -1.78
H 4.40 -4.23 0.27
H -5.60 3.17 2.69
H 1.27 -1.17 2.72
H 5.93 2.07 1.05
H 1.85 -0.84 -1.20
H 3.08 -3.70 -4.57
H 2.88 -1.17 -4.01
H 0.20 3.01 0.22
H 2.35 1.68 -0.41
H -3.82 4.88 2.27
H -2.37 -2.11 2.28
H 0.90 -2.82 -1.34
H 0.80 2.90 -2.00
H -1.28 3.82 0.16
H 1.66 -3.27 0.62
H 0.37 -4.42 0.82
H -2.52 -1.32 -1.21
H -5.14 0.93 3.02
H -2.86 -2.38 -4.63
H -2.34 -0.50 0.33
H -1.31 -1.71 3.40
H -0.10 2.19 2.49
H 7.03 4.32 -0.30
H 1.10 4.38 2.25
H -4.90 -2.76 -5.39
H 1.59 -3.82 -3.48
H 2.81 -1.69 0.81
H -3.96 -2.18 0.50
H 5.61 -6.18 -0.38
H -3.58 2.32 2.48
H -5.59 -4.11 -4.43
H 1.86 5.92 0.10
H -2.62 -3.13 3.64
H -1.11 -2.17 -3.42
H -2.97 0.08 2.35
H -4.83 -1.66 -0.86
H -2.20 0.54 3.79
H -3.33 -3.46 -3.20
H 3.59 -0.43 -1.71
H 7.04 -3.90 -1.13
H 2.37 3.55 -2.68
H 1.61 0.62 2.46
H 3.11 3.37 0.61
H 4.12 -2.68 -1.52
H 3.08 -4.71 -3.08
H -6.66 5.97 4.52
H 2.00 6.03 -1.50
H 3.72 -0.73 2.07
H 1.52 -1.76 -3.31
H -1.55 -4.97 -3.64
H -5.66 7.27 4.56
H -5.32 -4.54 -5.78
H 5.86 -3.47 0.71
H -1.97 -3.54 -1.50
H -0.49 -1.66 -1.33
H 3.58 1.74 -1.56
H -5.42 3.35 4.42
H 4.94 3.97 2.40
H -1.16 -3.95 -5.03
H 0.48 -3.07 1.95
H -1.47 3.23 2.60
H 4.31 4.66 1.01
H 0.52 5.34 -0.96
H -3.44 0.19 -0.94
H 5.44 2.91 -0.36
H -3.64 4.90 3.98
H -5.47 0.19 0.06
H 0.23 -0.99 0.87
H -0.77 1.19 0.20
H 5.57 -4.69 -2.03
H 3.20 0.05 0.59
H -4.75 0.90 4.73
H -5.26 5.82 5.40



Which structure wins on stability? w wins.



w.
60
Properties=species:S:1:pos:R:3 method="wB97M-V/def2-TZVPD" charge=-2 gap_ev="4.85 / 5.44" homo_energy_ev="-0.488 / -1.082" multiplicity=4 e_lumo_ev="4.36 / 4.36"
V 0.27 1.72 -0.42
Cl -0.91 -0.92 -4.51
Cl 4.42 -0.37 -5.54
Cl 1.57 -1.43 -6.41
Cl 4.73 1.21 -2.81
S -0.40 3.82 -1.64
P 2.23 -0.08 2.34
P 0.19 2.46 2.63
O 0.84 2.85 1.33
O -0.22 0.59 -2.07
O 3.74 0.47 2.61
O -1.93 -2.64 1.74
O 2.16 1.57 -1.39
O 0.41 3.75 3.60
O -1.22 1.99 2.80
O 1.98 0.07 0.89
O 2.05 -1.36 3.12
O -0.73 -0.77 1.44
N -1.80 2.04 -0.31
N -2.00 -3.31 -0.76
N 0.15 0.14 3.98
C 1.78 -0.55 -4.91
C 3.02 -0.09 -4.53
C 0.36 -2.80 -0.63
C -3.17 3.42 -1.71
C -1.06 -2.21 -0.44
C 2.07 1.59 4.58
C -2.90 1.39 0.07
C 0.11 -4.31 -0.80
C -1.22 -1.78 0.99
C 0.78 0.37 -2.88
C -1.89 3.08 -1.19
C 0.67 -0.31 -4.08
C 1.20 1.09 3.43
C -1.24 -4.34 -1.49
C 3.17 0.62 -3.32
C 2.08 0.90 -2.48
C -4.16 1.68 -0.40
C -4.28 2.73 -1.32
H -2.77 -2.95 -1.32
H -0.72 0.28 3.44
H -2.73 0.61 0.81
H -5.01 1.11 -0.05
H 1.47 2.10 5.33
H -0.03 0.34 4.96
H -1.16 -1.34 -1.08
H 0.06 -4.81 0.17
H -1.12 -4.08 -2.54
H -2.25 -3.29 1.06
H -5.25 2.99 -1.72
H 3.99 0.92 1.79
H 0.91 4.39 3.09
H 2.80 2.30 4.21
H -1.74 -5.31 -1.42
H -3.21 4.24 -2.42
H 0.80 -2.38 -1.53
H 0.89 -4.79 -1.39
H 0.56 -0.81 3.84
H 1.02 -2.55 0.20
H 2.62 0.76 5.03



x.
60
Properties=species:S:1:pos:R:3 method="wB97M-V/def2-TZVPD" charge=-2 gap_ev="4.84 / 5.87" homo_energy_ev="-0.482 / -1.517" multiplicity=4 e_lumo_ev="4.35 / 4.35"
V 0.68 0.55 -1.32
Cl -6.15 1.15 -1.26
Cl -3.69 2.79 -0.18
Cl -2.73 -2.77 -2.85
Cl -5.66 -1.64 -2.59
S 1.16 0.71 -3.88
P -0.39 1.14 1.44
P 0.32 3.52 -0.63
O -1.74 0.63 1.79
O 1.44 2.57 -1.02
O 1.53 -4.75 1.08
O 0.76 0.34 0.84
O -1.08 1.44 -0.62
O -0.69 -0.93 -1.77
O 1.14 4.91 -0.13
O 1.94 -3.05 -0.32
O -0.72 4.05 -1.54
O 0.24 1.31 3.06
N 2.56 -0.04 -1.81
N 1.46 3.03 1.63
N -0.09 -3.40 2.62
C -4.31 -0.71 -2.01
C -2.15 0.79 -1.09
C 2.65 0.28 -3.13
C -3.02 -1.21 -2.14
C 3.92 0.27 -3.75
C 4.92 -0.34 -1.66
C 1.32 -3.50 0.60
C 3.66 -0.33 -1.11
C 0.02 2.96 1.13
C 0.25 -2.72 1.35
C -1.91 -3.75 1.17
C -4.54 0.52 -1.42
C 5.04 -0.03 -3.02
C -1.55 -3.65 2.64
C -3.44 1.27 -0.96
C -0.86 3.89 1.95
C -1.89 -0.48 -1.70
C -1.06 -2.65 0.55
H 3.48 -0.57 -0.07
H 1.52 2.45 2.48
H 3.98 0.52 -4.80
H 0.66 -1.71 1.49
H -1.77 -4.55 3.22
H 0.98 -4.76 1.89
H -2.98 -3.61 0.99
H -1.89 3.53 1.91
H -1.52 -1.67 0.73
H -0.89 -2.74 -0.52
H -0.56 3.89 3.00
H -2.09 -2.81 3.10
H 5.78 -0.58 -1.05
H -0.83 4.91 1.56
H 2.01 2.64 0.85
H 0.19 -2.84 3.41
H 6.02 -0.03 -3.49
H -1.63 -4.73 0.78
H 0.93 5.56 -0.80
H -0.46 0.93 3.61
H 1.72 4.00 1.78



Which structure wins on stability? w wins.



w.
13
Properties=species:S:1:pos:R:3 method="wB97M-V/def2-TZVPD" gap_ev=7.51 homo_energy_ev=-8.747 e_lumo_ev=-1.23
I -2.28 0.40 -2.57
P -2.02 0.77 1.03
N 0.72 -0.42 -2.10
N 1.56 -0.62 -1.10
N -0.29 0.17 -0.24
C 1.01 -0.29 0.00
C -0.48 -0.04 -1.60
C 1.56 -0.34 1.28
H -2.72 -0.26 0.30
H 2.20 0.60 1.45
H -2.35 1.62 0.07
H 2.27 -1.17 1.43
H 0.82 -0.40 2.05



x.
13
Properties=species:S:1:pos:R:3 method="wB97M-V/def2-TZVPD" gap_ev="7.15 / 7.15" homo_energy_ev="-7.798 / -7.798" e_lumo_ev="-0.65 / -0.65"
I -6.20 -0.20 0.17
P -0.01 -1.88 0.03
N -2.26 1.22 -0.05
N -3.39 0.83 0.24
N -1.23 -0.72 0.18
C 0.00 1.18 -0.78
C -1.20 0.49 -0.27
C -4.36 0.29 0.66
H 0.49 0.58 -1.66
H 0.63 1.27 0.09
H -0.34 2.16 -0.92
H -0.22 -2.68 1.09
H 0.98 -1.06 0.49



Which structure wins on stability? w wins.



w.
9
Properties=species:S:1:pos:R:3 method="wB97M-V/def2-TZVPD" gap_ev="6.37 / 6.29" homo_energy_ev="-6.082 / -9.785" multiplicity=3 e_lumo_ev="0.29 / -3.50"
O -1.51 -1.18 0.09
N 1.62 -0.07 -0.16
N -0.15 -1.75 0.16
N -2.14 2.25 -0.03
N -0.92 0.13 -0.06
C 0.34 -0.54 0.02
C -1.58 1.25 0.08
H 2.43 -0.80 -0.36
H 1.91 0.71 0.25



x.
9
Properties=species:S:1:pos:R:3 method="wB97M-V/def2-TZVPD" gap_ev="6.60 / 8.59" homo_energy_ev="-6.187 / -9.693" multiplicity=3 e_lumo_ev="0.41 / -1.10"
O -1.58 1.65 0.91
N -1.04 0.14 -0.66
N 1.36 -0.40 0.18
N -1.32 0.59 0.45
N 1.05 -0.82 -0.95
C -0.23 -0.62 -1.32
C 1.22 -0.02 1.27
H -0.72 -1.14 -2.09
H 1.27 0.62 2.20



Which structure wins on stability? x wins.